Record 1
# C30H36CrN7O2S2

A molecular structure, C30H36CrN7O2S2 in a non-equilibrium geometry (the ωB97M-V functional and the def2-TZVPD basis, the Open Molecules 2025 dataset).

For the LUMO energy (alpha / beta), the calculation gives -6.38 / -6.39 eV. As for the spin multiplicity: 4. For the energy relative to the best compared isomer or geometry (same formula, charge and spin), the calculation gives 21.4 kcal/mol. Its HOMO-LUMO gap (alpha / beta) is 0.20474 / 0.20520 Eh. The total charge is +2. Its expectation value of S² is 3.786. The calculation puts the HOMO energy (alpha / beta) at -11.95 / -11.97 eV.

Positions of all 78 atoms, in Å:
Cr: 0.70 -1.04 0.77
C: -5.34 1.80 2.59
C: -4.22 1.06 1.94
C: -4.18 0.92 0.57
C: -3.18 0.16 -0.06
C: -3.14 -0.20 -1.42
N: -3.45 0.54 -2.47
C: -3.49 1.99 -2.52
C: -2.12 2.60 -2.15
C: -0.96 2.26 -3.09
N: -0.32 0.99 -2.81
C: 0.19 0.18 -3.72
C: 0.85 -1.02 -3.46
C: 1.28 -1.85 -4.53
C: 1.82 -3.10 -4.32
C: 2.35 -3.93 -5.43
C: 1.82 -3.61 -3.01
C: 1.44 -2.86 -1.90
C: 1.38 -3.49 -0.61
N: 0.99 -2.96 0.49
C: 0.91 -3.79 1.67
C: 1.61 -3.13 2.86
C: 0.79 -2.01 3.53
N: -0.01 -1.29 2.57
C: -1.13 -0.80 2.99
C: -2.13 -0.19 2.16
C: -3.21 0.50 2.72
C: -2.11 -0.39 0.74
O: -1.14 -0.96 0.15
C: 1.09 -1.47 -2.10
O: 1.02 -0.66 -1.14
H: -6.26 1.72 2.02
H: -5.09 2.86 2.67
H: -5.51 1.43 3.60
H: -5.00 1.31 -0.02
H: -2.74 -1.19 -1.64
H: -3.46 0.07 -3.37
H: -4.24 2.38 -1.83
H: -3.77 2.28 -3.53
H: -1.87 2.32 -1.13
H: -2.26 3.68 -2.18
H: -0.21 3.04 -2.98
H: -1.29 2.26 -4.13
H: -0.10 0.76 -1.84
H: 0.02 0.45 -4.76
H: 1.18 -1.47 -5.54
H: 2.10 -3.50 -6.40
H: 1.96 -4.94 -5.38
H: 3.44 -4.00 -5.36
H: 2.13 -4.63 -2.86
H: 1.66 -4.55 -0.62
H: 1.38 -4.76 1.47
H: -0.15 -3.95 1.89
H: 2.57 -2.74 2.52
H: 1.81 -3.89 3.61
H: 1.48 -1.30 4.00
H: 0.15 -2.43 4.32
H: -1.38 -0.86 4.05
H: -3.26 0.61 3.79
S: 3.05 -0.51 1.11
C: 2.31 1.02 0.83
C: 2.97 2.20 0.48
C: 2.21 3.34 0.34
C: 0.84 3.29 0.60
C: 0.26 2.07 0.89
N: 0.98 0.95 0.96
H: 4.04 2.19 0.32
H: 2.69 4.27 0.05
H: 0.24 4.18 0.57
H: -0.80 1.96 1.07
N: 4.47 1.80 3.30
C: 3.38 2.23 3.94
N: 3.35 3.47 4.44
S: 2.02 1.26 4.04
H: 5.30 2.37 3.23
H: 4.48 0.88 2.91
H: 4.18 4.05 4.48
H: 2.57 3.75 5.01

Record 2
# C30H36F18N3O6

2 unconnected molecules or ions with the total composition C30H36F18N3O6 in a non-equilibrium geometry (the ωB97M-V functional and the def2-TZVPD basis, the Open Molecules 2025 dataset).

For the LUMO energy, the calculation gives -4.60 eV. Its HOMO-LUMO gap is 0.20700 Eh. The total charge is +1. The calculation puts the HOMO energy at -10.24 eV.

Positions of all 93 atoms, in Å:
C: -5.15 -1.94 -1.10
C: -3.76 -1.49 -1.52
C: -2.63 -1.57 -0.35
C: -1.14 -0.91 -0.61
C: -0.20 -1.58 0.57
F: 1.28 -1.28 0.41
F: -0.18 -3.09 0.45
C: -0.44 -1.15 2.11
F: -1.78 -0.80 2.57
F: 0.43 0.06 2.35
C: 0.12 -2.25 3.23
F: -0.95 -3.32 3.26
F: 1.43 -2.86 2.85
C: 0.28 -1.71 4.74
F: -0.43 -2.71 5.64
F: -0.43 -0.43 5.08
C: 1.84 -1.43 5.24
F: 2.58 -0.56 4.25
F: 1.68 -0.53 6.45
C: 2.67 -2.72 5.75
F: 2.74 -2.67 7.26
F: 2.14 -4.06 5.42
C: 4.27 -2.76 5.28
F: 4.75 -4.13 5.72
F: 4.43 -2.78 3.79
C: 5.23 -1.69 6.06
F: 4.61 -0.38 6.37
F: 5.88 -2.34 7.26
F: 6.38 -1.40 5.13
C: -0.58 -1.07 -2.17
C: -0.99 -2.31 -3.12
C: -0.99 -3.81 -2.50
F: -1.69 -4.69 -3.51
C: 0.95 -0.79 -2.61
C: 1.99 -2.06 -2.52
C: 2.49 -2.61 -4.01
O: 3.12 -1.85 -4.92
O: 2.24 -4.06 -4.27
C: -1.29 0.18 -3.03
N: -1.67 1.11 -2.10
N: -2.37 2.15 -2.69
C: -3.52 1.73 -3.32
O: -4.45 1.28 -4.21
C: -1.27 0.76 -0.69
C: 0.05 1.67 -0.31
C: 0.30 3.01 -1.21
C: 1.63 3.85 -0.66
C: 1.06 5.07 0.29
C: 1.01 4.63 1.87
C: -0.29 5.22 2.68
C: -2.38 1.55 0.21
O: -3.78 1.38 -0.13
C: -4.55 1.55 1.15
H: -5.84 -1.06 -0.67
H: -5.55 -3.03 -1.24
H: -3.68 -1.10 -2.61
H: -3.21 -1.07 0.57
H: -2.60 -2.72 -0.04
H: -0.27 -2.34 -4.08
H: -2.07 -2.15 -3.61
H: 0.07 -4.31 -2.35
H: -1.58 -3.96 -1.50
H: 1.49 0.13 -2.12
H: 0.91 -0.53 -3.77
H: 3.00 -1.64 -2.02
H: 1.65 -2.92 -1.80
H: 2.77 -4.57 -3.57
H: -1.41 0.12 -4.20
H: -0.14 2.07 0.80
H: 1.07 1.12 -0.25
H: -0.64 3.69 -1.37
H: 0.61 2.64 -2.30
H: 2.40 3.14 -0.11
H: 2.19 4.30 -1.60
H: -0.02 5.35 -0.11
H: 1.76 5.99 0.13
H: 1.12 3.47 2.06
H: 1.97 5.13 2.37
H: 0.02 6.05 3.48
H: -0.84 4.38 3.31
H: -1.08 5.73 1.98
H: -2.15 2.71 0.07
H: -2.28 1.39 1.38
H: -4.30 0.66 1.88
H: -4.24 2.54 1.72
H: -5.71 1.56 0.99
C: 1.14 1.82 -6.76
N: 0.48 1.52 -5.46
O: 0.32 2.45 -4.67
O: 0.13 0.34 -5.28
H: 1.39 2.89 -6.78
H: 2.05 1.21 -6.82
H: 0.44 1.57 -7.56

Record 3
# C30H36F5IrNP2S

A molecular structure, C30H36F5IrNP2S (the ωB97M-V functional and the def2-TZVPD basis, the Open Molecules 2025 dataset).

For the LUMO energy (alpha / beta), the calculation gives -2.18 / -5.22 eV. As for the spin multiplicity: 5. Its HOMO-LUMO gap (alpha / beta) is 0.28891 / 0.23072 Eh. The total charge is +1. Its expectation value of S² is 6.054. The calculation puts the HOMO energy (alpha / beta) at -10.04 / -11.50 eV.

Positions of all 76 atoms, in Å:
Ir: 0.35 -0.79 0.62
C: -2.39 -3.45 -2.61
C: -1.11 -2.87 -2.01
C: -0.44 -1.91 -3.00
P: -1.41 -2.04 -0.39
C: -2.44 -3.21 0.57
C: -2.88 -2.60 1.91
C: -1.64 -4.50 0.79
C: -2.48 -0.62 -0.78
C: -3.87 -0.65 -0.81
C: -4.60 0.51 -1.08
C: -3.94 1.71 -1.30
C: -2.56 1.76 -1.28
C: -1.82 0.60 -1.02
N: -0.42 0.58 -0.92
C: 0.42 1.22 -1.78
C: -0.01 1.85 -2.97
C: 0.89 2.49 -3.79
C: 2.24 2.51 -3.46
C: 2.70 1.84 -2.33
C: 1.82 1.17 -1.49
P: 2.38 0.22 -0.03
C: 3.77 -0.87 -0.55
C: 5.14 -0.21 -0.68
C: 3.39 -1.65 -1.81
C: 3.07 1.51 1.07
C: 2.02 2.58 1.36
C: 3.58 0.86 2.37
H: -2.17 -3.84 -3.61
H: -2.79 -4.27 -2.02
H: -3.16 -2.68 -2.72
H: -0.41 -3.67 -1.79
H: -1.13 -1.13 -3.32
H: 0.45 -1.43 -2.58
H: -0.12 -2.46 -3.89
H: -3.32 -3.43 -0.03
H: -2.02 -2.37 2.54
H: -3.45 -1.68 1.78
H: -3.51 -3.33 2.44
H: -0.71 -4.29 1.35
H: -2.23 -5.20 1.39
H: -1.37 -5.00 -0.14
H: -4.40 -1.58 -0.62
H: -5.68 0.47 -1.11
H: -4.51 2.62 -1.47
H: -2.04 2.71 -1.39
H: -1.05 1.80 -3.25
H: 0.54 2.97 -4.70
H: 2.95 3.03 -4.10
H: 3.75 1.85 -2.10
H: 3.80 -1.59 0.27
H: 5.19 0.47 -1.52
H: 5.44 0.33 0.22
H: 5.89 -0.99 -0.85
H: 3.37 -0.99 -2.69
H: 4.11 -2.44 -2.00
H: 2.40 -2.11 -1.72
H: 3.90 1.96 0.53
H: 1.10 2.13 1.75
H: 2.40 3.28 2.10
H: 1.76 3.15 0.46
H: 2.76 0.37 2.90
H: 4.35 0.11 2.18
H: 4.00 1.62 3.02
F: -2.75 4.66 4.09
C: -2.13 3.53 3.79
C: -0.86 3.28 4.27
F: -0.26 4.19 5.04
C: -0.22 2.10 3.94
F: 1.01 1.91 4.42
C: -0.82 1.15 3.14
S: -0.03 -0.40 2.83
C: -2.09 1.43 2.66
F: -2.71 0.57 1.85
C: -2.74 2.60 2.98
F: -3.97 2.84 2.50

Record 4
# C30H36N3

2 unconnected molecules or ions with the total composition C30H36N3 in a non-equilibrium geometry (the ωB97M-V functional and the def2-TZVPD basis, the Open Molecules 2025 dataset).

For the LUMO energy, the calculation gives -3.63 eV. For the energy relative to the best compared isomer or geometry (same formula, charge and spin), the calculation gives 21.5 kcal/mol. Its HOMO-LUMO gap is 0.23580 Eh. The total charge is +1. The calculation puts the HOMO energy at -10.05 eV.

Positions of all 69 atoms, in Å:
C: -6.45 -1.30 -2.23
C: -4.97 -1.46 -2.12
C: -4.21 -1.63 -3.28
C: -2.82 -1.77 -3.21
C: -2.02 -1.94 -4.45
C: -2.23 -1.75 -1.94
N: -0.82 -1.94 -1.86
C: 0.03 -1.10 -1.19
C: -0.24 0.19 -0.70
N: 1.24 -1.77 -1.12
C: 2.27 -1.42 -0.20
C: 2.31 -2.06 1.04
C: 1.47 -3.25 1.33
C: 3.11 -1.51 2.05
C: 3.86 -0.36 1.82
C: 4.66 0.22 2.95
C: 3.85 0.22 0.54
C: 3.08 -0.32 -0.48
C: 3.12 0.25 -1.86
C: 1.10 -3.02 -1.70
C: -0.15 -3.12 -2.18
C: -2.97 -1.66 -0.75
C: -2.31 -1.74 0.59
C: -4.35 -1.47 -0.86
H: -6.88 -0.99 -1.27
H: -6.70 -0.55 -2.99
H: -6.91 -2.25 -2.55
H: -4.73 -1.64 -4.25
H: -0.95 -1.85 -4.26
H: -2.21 -2.91 -4.93
H: -2.28 -1.19 -5.21
H: 0.66 0.71 -0.37
H: -1.16 0.66 -1.07
H: 1.79 -3.69 2.29
H: 0.40 -3.00 1.39
H: 1.56 -4.03 0.57
H: 3.10 -1.99 3.03
H: 5.19 1.12 2.63
H: 4.00 0.51 3.78
H: 5.39 -0.51 3.34
H: 4.47 1.10 0.33
H: 3.94 0.97 -1.91
H: 3.32 -0.52 -2.61
H: 2.19 0.75 -2.14
H: 1.89 -3.75 -1.76
H: -0.62 -3.96 -2.67
H: -3.06 -1.68 1.38
H: -1.73 -2.66 0.73
H: -1.63 -0.90 0.75
H: -4.97 -1.38 0.04
C: -0.69 3.77 -0.15
N: -0.23 2.88 0.93
C: 0.64 3.38 1.90
C: 1.11 4.71 1.82
C: 1.72 5.30 2.93
C: 1.94 4.56 4.09
C: 1.62 3.19 4.13
C: 0.98 2.57 3.03
C: -0.80 1.64 0.92
H: -0.79 4.79 0.24
H: 0.02 3.75 -1.00
H: -1.67 3.42 -0.49
H: 0.96 5.30 0.91
H: 1.98 6.36 2.88
H: 2.43 5.02 4.95
H: 1.81 2.59 5.03
H: 0.69 1.51 3.09
H: -0.48 0.89 1.63
H: -1.89 1.70 0.74

Record 5
# C30H37BO2

2 unconnected molecules or ions with the total composition C30H37BO2 in a non-equilibrium geometry (the ωB97M-V functional and the def2-TZVPD basis, the Open Molecules 2025 dataset).

For the LUMO energy, the calculation gives -3.38 eV. For the energy relative to the best compared isomer or geometry (same formula, charge and spin), the calculation gives 0.8 kcal/mol. Its HOMO-LUMO gap is 0.11195 Eh. The calculation puts the HOMO energy at -6.43 eV.

Positions of all 70 atoms, in Å:
C: 3.66 0.85 -1.74
C: 3.66 0.85 -0.22
C: 4.76 1.77 0.32
O: 2.41 1.31 0.22
B: 2.15 0.60 1.46
C: 2.36 1.73 2.66
C: 3.01 1.37 3.83
C: 3.27 2.34 4.82
C: 2.90 3.67 4.62
C: 2.29 4.03 3.41
C: 2.02 3.06 2.43
C: 0.65 -0.16 1.41
C: 0.36 -1.17 2.46
C: -0.16 0.05 0.37
O: 3.09 -0.48 1.67
C: 3.78 -0.63 0.45
C: 3.07 -1.68 -0.41
C: 5.20 -1.06 0.78
H: 4.62 0.45 -2.12
H: 2.84 0.24 -2.14
H: 3.55 1.87 -2.11
H: 5.72 1.52 -0.15
H: 4.51 2.81 0.08
H: 4.85 1.68 1.41
H: 3.32 0.34 3.99
H: 3.78 2.04 5.74
H: 3.08 4.42 5.39
H: 2.03 5.08 3.21
H: 1.55 3.36 1.49
H: 1.28 -1.51 2.94
H: -0.29 -0.76 3.25
H: -0.16 -2.04 2.04
H: -1.13 -0.44 0.32
H: 0.07 0.76 -0.42
H: 3.66 -1.90 -1.30
H: 2.96 -2.60 0.17
H: 2.07 -1.33 -0.71
H: 5.77 -1.18 -0.15
H: 5.70 -0.33 1.42
H: 5.18 -2.02 1.31
C: -7.69 2.56 -0.68
C: -6.57 1.58 -0.66
C: -5.96 1.25 0.56
C: -4.87 0.42 0.60
C: -4.35 -0.18 -0.59
C: -3.22 -1.02 -0.46
C: -2.52 -1.69 -1.49
C: -1.79 -2.86 -1.14
C: -1.19 -3.64 -2.10
C: -1.27 -3.30 -3.45
C: -0.63 -4.19 -4.46
C: -1.94 -2.13 -3.82
C: -2.50 -1.30 -2.87
C: -5.06 0.06 -1.80
C: -6.11 0.97 -1.83
H: -7.96 2.83 -1.70
H: -8.59 2.15 -0.19
H: -7.42 3.46 -0.12
H: -6.35 1.69 1.48
H: -4.39 0.17 1.55
H: -2.95 -1.27 0.57
H: -1.75 -3.15 -0.08
H: -0.65 -4.55 -1.81
H: -0.84 -3.86 -5.48
H: 0.46 -4.22 -4.33
H: -0.99 -5.22 -4.36
H: -2.00 -1.88 -4.88
H: -2.93 -0.34 -3.17
H: -4.81 -0.50 -2.71
H: -6.59 1.22 -2.78

Record 6
# C30H37ClN2O4

2 unconnected molecules or ions with the total composition C30H37ClN2O4 in a non-equilibrium geometry (the ωB97M-V functional and the def2-TZVPD basis, the Open Molecules 2025 dataset).

For the LUMO energy, the calculation gives -0.45 eV. Its HOMO-LUMO gap is 0.15568 Eh. The calculation puts the HOMO energy at -4.69 eV.

Positions of all 74 atoms, in Å:
C: -6.33 2.57 -1.31
O: -5.32 2.57 -0.28
C: -4.17 1.88 -0.50
C: -3.25 1.83 0.59
C: -2.08 1.14 0.45
C: -1.71 0.53 -0.77
C: -0.38 -0.03 -0.92
C: 0.39 0.19 -2.03
C: 1.80 -0.31 -2.16
N: 2.89 0.70 -1.70
C: 2.33 1.95 -1.03
C: 3.46 2.88 -0.62
C: 4.82 2.26 -0.93
C: 4.90 0.90 -0.21
C: 3.80 -0.02 -0.70
C: 4.90 2.01 -2.44
C: 3.74 1.13 -2.90
C: -0.04 1.10 -3.17
C: -0.12 0.49 -4.55
O: -0.22 2.31 -3.00
C: -2.65 0.54 -1.83
C: -3.85 1.22 -1.71
H: -7.16 3.11 -0.84
H: -5.98 3.10 -2.20
H: -6.65 1.55 -1.57
H: -3.52 2.34 1.51
H: -1.38 1.08 1.29
H: 0.11 -0.46 -0.06
H: 1.95 -1.22 -1.57
H: 2.04 -0.57 -3.20
H: 1.64 2.43 -1.74
H: 1.73 1.61 -0.17
H: 3.34 3.84 -1.14
H: 3.36 3.09 0.45
H: 5.63 2.91 -0.60
H: 5.87 0.43 -0.39
H: 4.79 1.03 0.87
H: 3.15 -0.37 0.11
H: 4.20 -0.90 -1.23
H: 4.86 2.95 -2.99
H: 5.85 1.52 -2.70
H: 4.09 0.20 -3.38
H: 3.07 1.65 -3.59
H: -0.11 -0.60 -4.52
H: -1.03 0.84 -5.04
H: 0.74 0.85 -5.14
H: -2.42 0.01 -2.75
H: -4.55 1.26 -2.55
C: -1.58 -4.67 -2.29
C: -1.81 -4.56 -0.81
O: -1.10 -3.40 -0.34
C: -1.27 -3.23 1.00
C: -0.48 -2.07 1.50
N: -0.71 -1.75 2.73
C: -0.37 -0.76 3.50
C: -0.59 -0.79 4.93
C: -0.58 0.39 5.70
C: -0.76 0.35 7.08
C: -0.93 -0.90 7.72
Cl: -1.11 -0.96 9.42
C: -0.96 -2.08 6.97
C: -0.82 -2.03 5.58
O: -1.97 -3.95 1.69
H: -2.25 -5.42 -2.71
H: -1.77 -3.72 -2.80
H: -0.55 -4.98 -2.51
H: -2.88 -4.46 -0.58
H: -1.42 -5.45 -0.29
H: 0.45 -1.85 0.96
H: 0.08 0.15 3.07
H: -0.44 1.35 5.19
H: -0.76 1.25 7.68
H: -1.09 -3.03 7.48
H: -0.87 -2.93 4.98